Below is 2 unconnected molecules or ions with the total composition C4H12, with properties calculated with the ωB97M-V functional and the def2-TZVPD basis.

**Multiplicity**: 1
**Lowest unoccupied orbital energy**: 1.1 eV
**HOMO-LUMO gap**: 12.51 eV
**Total charge**: 0
**Energy above the lowest of the compared OMol25 structures with the same formula, charge and spin**: 85.4 kJ/mol
**Structure (SMILES)**: CC.CC

Geometry (Å):
C 1.858 -1.477 1.979
C 1.706 -1.397 0.424
H 1.850 -2.539 2.334
H 2.674 -0.995 2.421
H 0.943 -0.985 2.376
H 1.390 -0.362 -0.080
H 0.936 -2.094 0.023
H 2.669 -1.603 -0.145
C -1.072 1.498 -1.669
C -2.406 1.417 -0.760
H -1.304 1.373 -2.699
H -0.439 2.352 -1.360
H -0.398 0.649 -1.404
H -2.412 2.124 0.099
H -2.558 0.428 -0.284
H -3.437 1.611 -1.256

Atomic forces in eV per Å
C -2.71 -0.82 -1.16
C 0.65 1.27 -1.90
H 0.01 0.84 -0.42
H 1.41 0.81 0.20
H 0.52 -0.43 0.12
H 0.58 -1.83 1.76
H 0.57 0.26 0.54
H -1.04 -0.10 0.86
C -0.44 -0.86 2.81
C -0.91 0.18 -0.14
H 0.00 0.50 -0.84
H -0.73 0.00 -0.81
H -0.70 0.28 -0.15
H 0.38 -0.29 -0.65
H 0.40 0.33 -0.42
H 2.00 -0.15 0.19

---

Below is a molecular structure, C30H25Br2N6O2SSm, with properties calculated with the ωB97M-V functional and the def2-TZVPD basis.

**Multiplicity**: 6
**Lowest unoccupied orbital energy (spin up / spin down)**: -6.0 / -6.0 eV
**HOMO-LUMO gap (spin up / spin down)**: 7.20 / 7.22 eV
**Total charge**: +2
**Energy above the lowest of the compared OMol25 structures with the same formula, charge and spin**: 40.5 kJ/mol
**⟨S²⟩**: 8.76

Geometry (Å):
Sm 0.464 -0.326 0.713
Br 1.649 -0.744 7.757
C 1.357 -0.605 5.905
C 0.063 -0.471 5.403
C -0.097 -0.372 4.036
N 0.921 -0.397 3.164
C 2.177 -0.528 3.645
C 2.426 -0.635 5.011
C 3.270 -0.567 2.636
C 4.610 -0.533 3.006
C 5.595 -0.603 2.021
Br 7.415 -0.582 2.498
C 5.202 -0.693 0.689
C 3.846 -0.711 0.401
N 2.890 -0.652 1.337
H -0.783 -0.447 6.071
H -1.088 -0.263 3.605
H 3.423 -0.751 5.402
H 4.916 -0.448 4.035
H 5.938 -0.747 -0.098
H 3.517 -0.777 -0.634
C -2.600 3.612 -5.583
C -1.648 2.866 -4.711
C -1.728 2.968 -3.322
C -0.920 2.195 -2.514
C -0.009 1.326 -3.093
C 0.119 1.230 -4.464
C -0.697 2.009 -5.265
S 0.743 0.222 -1.943
O 1.788 -0.641 -2.420
O 1.193 1.044 -0.776
N -0.464 -0.604 -1.273
C -0.885 -1.844 -1.712
C -0.988 -2.245 -3.030
C -1.587 -3.466 -3.360
C -2.111 -4.285 -2.394
C -1.982 -3.944 -1.034
C -2.492 -4.738 0.014
C -2.259 -4.368 1.314
C -1.502 -3.220 1.570
N -1.036 -2.412 0.626
C -1.303 -2.745 -0.678
H -3.014 4.480 -5.078
H -3.423 2.948 -5.849
H -2.126 3.931 -6.505
H -2.437 3.647 -2.873
H -0.983 2.233 -1.434
H 0.838 0.551 -4.894
H -0.605 1.940 -6.337
H -0.622 -1.591 -3.806
H -1.671 -3.745 -4.398
H -2.620 -5.198 -2.658
H -3.058 -5.627 -0.221
H -2.638 -4.953 2.137
H -1.273 -2.946 2.595
C 0.640 3.133 1.936
C -0.723 2.720 1.511
N -1.095 1.454 1.335
C -2.420 1.495 0.949
C -2.833 2.791 0.907
N -1.754 3.549 1.264
H 1.319 2.268 1.865
H 0.631 3.503 2.963
H 1.021 3.930 1.297
H -2.971 0.594 0.741
H -3.779 3.225 0.664
H -1.746 4.557 1.333

Atomic forces in eV per Å
Sm -0.50 -1.03 3.61
Br -0.03 0.02 -0.41
C -0.05 0.04 -0.18
C 0.23 -0.04 0.19
C 0.07 0.00 -0.06
N 0.31 -0.09 0.61
C -0.27 -0.01 0.29
C -0.26 0.03 0.01
C 0.34 -0.08 -0.24
C -0.06 -0.01 -0.22
C -0.18 -0.02 -0.12
Br -0.41 0.01 -0.12
C 0.08 0.00 0.28
C 0.14 0.00 -0.04
N 0.19 0.07 0.31
H -0.09 0.01 -0.02
H 0.03 0.03 0.09
H 0.08 -0.02 -0.05
H -0.06 0.00 0.08
H -0.02 -0.01 -0.10
H 0.01 0.02 0.12
C -0.05 0.04 -0.08
C 0.16 -0.11 0.05
C 0.12 -0.10 0.10
C -0.07 0.16 0.15
C 0.23 -0.22 0.39
C 0.26 -0.24 -0.10
C -0.06 0.05 0.12
S -0.50 -0.47 -1.55
O -0.19 0.43 -0.62
O 0.39 0.99 -0.85
N 0.96 0.87 -0.63
C -0.62 -1.31 -0.57
C 0.10 0.42 0.68
C -0.25 -0.43 0.14
C 0.09 0.20 -0.28
C 0.28 0.43 0.23
C 0.20 0.24 0.18
C -0.06 -0.09 -0.20
C 0.16 0.30 -0.04
N -0.18 -0.07 -0.05
C -0.14 -0.07 -0.52
H -0.03 0.04 0.01
H -0.09 0.03 -0.05
H 0.03 0.05 -0.09
H -0.09 0.06 0.01
H -0.18 0.15 0.00
H 0.10 -0.08 -0.11
H 0.01 -0.01 -0.14
H -0.04 0.04 -0.14
H 0.01 -0.03 -0.12
H -0.05 -0.12 -0.06
H -0.03 -0.11 -0.01
H 0.01 -0.03 0.09
H 0.01 -0.02 0.00
C 0.06 -0.04 -0.09
C 0.32 -0.20 0.16
N 0.04 0.54 -0.04
C -0.31 0.21 -0.01
C -0.35 -0.60 -0.10
N 0.39 -0.06 0.09
H -0.14 0.43 0.12
H 0.08 -0.10 0.00
H 0.09 -0.06 -0.01
H -0.08 0.05 -0.06
H -0.22 0.07 -0.04
H 0.09 -0.14 0.03

---

Below is C3H6O2 in the gas phase, with properties calculated with the ωB97M-V functional and the def2-TZVPD basis.

**Multiplicity**: 1
**Lowest unoccupied orbital energy**: 1.0 eV
**HOMO-LUMO gap**: 11.44 eV
**Total charge**: 0
**Energy above the lowest of the compared OMol25 structures with the same formula, charge and spin**: 134.1 kJ/mol
**Structure (SMILES)**: CCOC=O

Geometry (Å):
C 0.534 -0.400 -1.783
C -0.627 -0.342 -0.724
C 0.056 0.548 1.199
H 0.545 -1.408 -2.286
H 0.268 0.409 -2.596
H 1.536 -0.215 -1.186
H -1.648 -0.424 -1.267
H -0.499 -1.188 0.038
H 0.194 1.403 1.968
O -0.633 0.824 0.122
O 0.611 -0.501 1.525

Atomic forces in eV per Å
C -0.15 1.43 0.53
C -1.10 -2.52 -1.02
C 2.31 0.12 3.87
H 0.02 1.04 0.67
H 1.11 -1.46 1.57
H -1.85 -0.26 -1.66
H 1.66 0.39 1.13
H -0.47 0.79 -1.71
H -0.77 -0.70 -1.61
O 0.25 -0.28 -0.76
O -1.01 1.46 -0.99

---

Below is a gas-phase ion, C2H4O6P2 (charge -2), with properties calculated with the ωB97M-V functional and the def2-TZVPD basis.

**Multiplicity**: 1
**Lowest unoccupied orbital energy**: 6.2 eV
**HOMO-LUMO gap**: 5.01 eV
**Total charge**: -2
**Energy above the lowest of the compared OMol25 structures with the same formula, charge and spin**: 501.5 kJ/mol
**Structure (SMILES)**: O=COC(O)=P([O-])([O-])OP

Geometry (Å):
C -1.910 -0.225 -0.638
C -1.607 -2.675 -1.304
O -2.241 -1.772 -0.541
O -3.611 1.020 1.491
O -0.508 -0.163 -0.512
O -2.243 2.381 -0.135
O -2.093 -3.772 -1.544
O -1.089 0.933 1.842
P 0.466 0.745 1.536
P -2.412 1.115 0.651
H -0.586 -2.498 -1.774
H -0.310 0.442 -1.218
H 1.043 1.781 2.398
H 0.843 1.580 0.359

Atomic forces in eV per Å
C -1.34 0.27 -0.34
C -0.62 1.19 0.72
O 1.26 -0.48 -0.49
O -1.28 -0.64 0.93
O 0.80 -0.57 -0.24
O 0.91 -0.17 0.25
O -0.07 -0.23 0.10
O -0.64 0.48 -0.76
P 1.17 0.37 -0.51
P 0.81 -1.08 -1.03
H -0.97 0.79 0.80
H 0.52 0.30 -0.40
H -0.25 0.10 0.08
H -0.31 -0.34 0.90

---

Below is C6H13NO2 in the gas phase, with properties calculated with the ωB97M-V functional and the def2-TZVPD basis.

**Multiplicity**: 1
**Lowest unoccupied orbital energy**: 0.7 eV
**HOMO-LUMO gap**: 9.97 eV
**Total charge**: 0
**Energy above the lowest of the compared OMol25 structures with the same formula, charge and spin**: 153.5 kJ/mol
**Structure (SMILES)**: CC[C@H](C)[C@H](N)C(=O)O

Geometry (Å):
C -1.164 -0.458 -0.440
C -0.506 -1.794 -0.922
C 0.063 0.560 -0.498
C -0.346 2.027 -0.631
C 0.863 0.484 0.856
C 2.012 -0.488 1.146
H -1.321 -1.394 1.276
H -2.212 0.130 1.263
H -2.014 -0.120 -1.081
H 0.543 0.245 -1.435
H -0.987 2.205 -1.499
H 0.461 2.783 -0.825
H -0.860 2.411 0.273
H 1.145 1.525 1.223
H 0.119 0.303 1.710
H 2.975 -0.276 0.569
H 2.304 -0.270 2.236
H 1.746 -1.536 1.199
H -0.670 -1.157 -2.743
N -1.865 -0.738 0.735
O -0.203 -2.647 -0.154
O -0.080 -1.792 -2.258

Atomic forces in eV per Å
C -0.16 0.25 -2.01
C -0.05 1.53 -0.90
C -0.07 0.31 1.24
C -0.40 1.17 -0.43
C -0.69 0.65 1.59
C 1.66 1.24 1.40
H -0.19 0.18 0.75
H 1.02 -2.02 -0.97
H 1.15 -0.03 -0.73
H 0.72 0.35 0.66
H -0.37 -0.25 0.14
H -0.07 -1.14 0.41
H 0.07 -0.36 -0.40
H 0.20 -1.06 -1.16
H 0.50 -0.13 -1.41
H -1.45 -0.56 0.42
H -0.26 -0.19 -1.41
H -0.06 -0.15 -0.68
H 0.87 -0.75 0.58
N -1.01 1.20 2.36
O 0.14 -0.52 -0.23
O -1.54 0.30 0.80

---

Below is a molecular structure, C43H76AlN10O5PS2, with properties calculated with the ωB97M-V functional and the def2-TZVPD basis.

**Multiplicity**: 1
**Lowest unoccupied orbital energy**: 2.7 eV
**HOMO-LUMO gap**: 2.70 eV
**Total charge**: -2

Geometry (Å):
C 8.487 1.905 1.492
O 7.474 2.697 2.107
C 7.164 3.834 1.298
C 6.198 3.465 0.087
C 4.827 4.226 0.191
C 3.617 3.401 -0.369
Al 3.124 1.785 0.735
N 1.348 1.054 0.287
C 1.373 -0.106 0.567
S 1.402 -1.620 1.236
C 4.413 0.204 0.541
O 4.945 -0.235 1.595
O 4.650 -0.345 -0.624
P 2.972 2.418 3.028
O 2.170 3.948 3.045
O 4.512 2.579 3.703
S 1.951 1.063 3.989
H 8.014 1.368 0.637
H 8.932 1.186 2.209
H 9.317 2.580 1.153
H 8.082 4.286 0.842
H 6.689 4.591 1.952
H 6.722 3.701 -0.871
H 6.075 2.356 0.099
H 4.630 4.639 1.200
H 4.925 5.118 -0.469
H 2.729 4.099 -0.335
H 3.796 3.195 -1.450
H 2.847 4.547 2.678
H 4.984 3.250 3.176
C 8.590 8.111 -0.563
C 7.514 9.130 -0.203
C 6.854 8.842 1.148
C 6.201 7.516 1.125
N 5.701 6.480 1.106
H 8.174 7.107 -0.665
H 9.054 8.369 -1.517
H 9.374 8.083 0.198
H 6.756 9.139 -0.989
H 7.961 10.128 -0.175
H 6.102 9.601 1.370
H 7.595 8.857 1.950
C -0.462 6.711 -3.474
C -0.494 5.302 -2.891
C 0.334 5.166 -1.611
C 1.754 5.481 -1.885
N 2.857 5.734 -2.105
H 0.549 6.999 -3.768
H -1.089 6.768 -4.367
H -0.832 7.443 -2.752
H -0.129 4.597 -3.642
H -1.530 5.031 -2.672
H 0.269 4.146 -1.225
H -0.037 5.843 -0.839
C -3.634 2.315 3.681
C -2.348 2.386 4.497
C -1.732 3.783 4.511
C -1.394 4.201 3.123
N -1.140 4.531 2.047
H -3.456 2.552 2.630
H -4.053 1.307 3.721
H -4.385 3.011 4.068
H -1.628 1.672 4.091
H -2.562 2.078 5.523
H -0.824 3.784 5.116
H -2.430 4.505 4.942
C -3.228 -2.227 3.513
C -4.096 -2.994 4.506
C -5.062 -2.088 5.278
C -4.304 -1.083 6.055
N -3.715 -0.298 6.651
H -2.584 -1.504 4.017
H -2.578 -2.911 2.967
H -3.843 -1.691 2.786
H -3.449 -3.526 5.208
H -4.674 -3.749 3.966
H -5.670 -2.680 5.964
H -5.734 -1.571 4.590
C 1.405 -0.284 -4.324
C 1.081 -0.860 -2.951
C 0.601 -2.311 -3.022
C -0.636 -2.404 -3.834
N -1.596 -2.476 -4.465
H 0.522 -0.254 -4.969
H 1.771 0.740 -4.227
H 2.177 -0.874 -4.826
H 0.316 -0.242 -2.475
H 1.972 -0.810 -2.320
H 0.395 -2.683 -2.016
H 1.367 -2.948 -3.469
C -2.732 -5.706 -6.404
C -3.054 -6.282 -5.030
C -3.526 -7.738 -5.088
C -4.764 -7.842 -5.896
N -5.730 -7.922 -6.518
H -3.614 -5.683 -7.048
H -2.373 -4.680 -6.308
H -1.956 -6.292 -6.903
H -3.821 -5.665 -4.557
H -2.163 -6.224 -4.402
H -3.729 -8.105 -4.082
H -2.756 -8.373 -5.533
C -6.801 -9.248 -2.548
C -6.217 -9.890 -1.296
C -5.396 -8.906 -0.459
C -4.267 -8.391 -1.263
N -3.407 -7.990 -1.910
H -6.014 -8.895 -3.220
H -7.398 -9.970 -3.100
H -7.437 -8.405 -2.292
H -5.592 -10.738 -1.589
H -7.030 -10.288 -0.684
H -5.004 -9.398 0.432
H -6.014 -8.066 -0.136
C -10.843 -10.706 -5.376
C -11.140 -9.217 -5.240
C -10.009 -8.445 -4.555
C -9.789 -8.964 -3.187
N -9.618 -9.369 -2.126
H -10.733 -11.184 -4.401
H -11.661 -11.211 -5.894
H -9.926 -10.872 -5.946
H -12.068 -9.089 -4.676
H -11.307 -8.794 -6.233
H -10.259 -7.385 -4.493
H -9.080 -8.540 -5.123
C 4.370 4.572 6.127
C 5.660 4.640 6.933
C 6.282 6.042 6.962
C 6.623 6.498 5.593
N 6.888 6.857 4.534
H 4.539 4.813 5.078
H 3.954 3.566 6.161
H 3.622 5.266 6.525
H 6.376 3.927 6.515
H 5.455 4.325 7.960
H 7.194 6.035 7.564
H 5.587 6.757 7.406

Atomic forces in eV per Å
C -0.29 0.15 -0.30
O 0.93 0.55 -0.08
C -0.59 -0.24 -0.96
C 0.24 0.15 0.97
C -0.39 -0.87 -1.84
C -0.53 0.54 0.63
Al 1.30 -0.54 -1.31
N 0.26 -0.84 -0.08
C -0.40 -0.57 1.31
S -0.32 1.26 -1.22
C 0.72 -1.34 -0.96
O -0.12 0.48 0.06
O -0.76 1.27 1.07
P 0.01 -0.27 -0.52
O 1.50 -0.74 0.72
O -1.45 0.95 -0.26
S -0.06 0.61 0.56
H 0.68 0.11 0.42
H -0.64 0.36 -0.26
H -0.49 -0.49 -0.01
H -0.25 -0.24 0.66
H 0.35 -0.59 -0.27
H -0.54 -0.06 0.56
H -0.19 0.71 0.07
H 0.10 -0.73 -0.46
H -0.18 -0.47 0.63
H 0.87 -0.73 0.04
H -0.14 -0.06 0.68
H -0.51 0.03 -0.08
H 0.18 -0.55 0.04
C 0.03 0.00 -0.07
C 0.20 -0.01 -0.18
C -0.15 -0.35 -0.31
C 0.06 0.30 0.29
N 0.61 1.62 0.46
H -0.01 0.03 0.08
H 0.02 0.00 0.04
H -0.03 -0.03 -0.02
H -0.04 0.03 0.09
H -0.08 0.01 0.07
H -0.02 -0.09 0.07
H -0.07 -0.10 0.03
C -0.06 -0.01 -0.10
C -0.07 0.17 -0.17
C 0.37 -0.08 -0.30
C 0.15 0.23 0.00
N -0.76 0.30 -0.29
H 0.00 -0.02 0.09
H -0.02 0.03 0.04
H 0.03 -0.01 -0.02
H 0.00 -0.05 0.10
H 0.07 -0.07 0.08
H 0.12 0.06 0.13
H 0.07 -0.07 0.05
C -0.03 -0.03 0.00
C -0.25 -0.35 -0.05
C 0.24 -0.11 -0.62
C 0.23 0.33 -0.06
N -0.36 -0.18 0.72
H 0.02 0.04 0.04
H -0.01 0.03 0.03
H -0.01 -0.02 -0.03
H 0.10 0.12 0.08
H 0.10 0.04 0.00
H 0.07 0.05 -0.17
H 0.02 0.05 -0.11
C -0.01 -0.04 0.02
C 0.22 -0.01 -0.29
C 0.47 0.02 0.17
C -0.42 -0.08 -0.13
N -0.08 -0.10 -0.01
H -0.03 0.00 -0.02
H -0.01 0.07 -0.01
H 0.04 0.00 0.01
H -0.11 0.02 0.05
H -0.08 0.02 0.11
H -0.01 0.12 0.05
H 0.05 0.07 0.04
C -0.05 0.06 -0.02
C 0.27 0.32 -0.08
C -0.42 0.25 -0.10
C 0.25 -0.29 0.21
N 0.14 0.00 0.06
H 0.01 -0.07 -0.01
H 0.06 -0.06 0.02
H 0.00 0.04 0.01
H 0.04 -0.10 0.09
H -0.08 -0.08 0.08
H -0.02 -0.03 -0.04
H -0.07 -0.01 -0.03
C 0.02 0.11 -0.02
C 0.13 0.25 -0.16
C -0.43 0.26 -0.26
C 0.28 -0.25 0.17
N 0.11 0.03 0.15
H 0.01 -0.08 0.01
H 0.02 -0.05 0.04
H -0.03 0.01 -0.01
H 0.04 -0.09 0.08
H -0.11 -0.09 0.08
H -0.01 -0.03 -0.15
H -0.09 -0.02 -0.06
C 0.52 0.02 -0.16
C -0.24 -0.09 -0.22
C 0.27 -0.13 -0.34
C -0.20 0.09 0.41
N -0.08 -0.13 0.19
H 0.04 0.00 0.08
H 0.06 0.02 0.03
H 0.12 0.00 0.00
H 0.04 0.04 0.12
H 0.05 0.06 0.05
H 0.08 0.11 -0.02
H 0.07 0.03 -0.04
C -0.03 -0.04 -0.03
C -0.12 -0.26 -0.11
C -0.11 -0.25 0.33
C -0.23 0.28 -0.22
N -0.52 0.00 -0.14
H 0.05 0.05 -0.01
H 0.05 0.01 -0.01
H -0.03 -0.01 0.03
H 0.06 0.10 -0.01
H 0.05 0.10 0.07
H 0.11 -0.01 0.08
H 0.04 0.02 0.09
C -0.06 0.06 0.17
C -0.23 -0.18 -0.13
C 0.09 -0.23 -0.43
C -0.03 0.08 0.35
N 0.01 0.02 0.20
H -0.02 0.00 0.05
H -0.01 0.05 -0.12
H 0.02 0.01 -0.01
H 0.03 0.07 0.04
H 0.12 0.09 0.03
H 0.02 0.12 -0.07
H 0.02 0.04 -0.08

---

| no. | M (g/mol) |
| --- | --- |
| 1 | 60.1 |
| 2 | 843.8 |
| 3 | 74.1 |
| 4 | 186.0 |
| 5 | 131.2 |
| 6 | 935.2 |